No. 1
ORCA calculation (ωB97M-V/def2-TZVPD) on a 3-piece molecular cluster, C22H37Cl4NO2P overall in a non-equilibrium geometry.

Atoms and positions in Å:
1 C 0.827 -2.695 -0.138
2 C 2.070 -2.515 -0.977
3 C 2.022 -3.165 -2.342
4 C 3.183 -1.801 -0.584
5 C 3.218 -0.301 -0.399
6 C 1.864 0.299 0.024
7 C 1.933 1.805 0.268
8 C 2.545 2.472 -0.988
9 C 0.574 2.470 0.628
10 C -0.679 1.600 0.557
11 P -1.216 0.638 2.123
12 C -3.001 0.472 1.436
13 O -3.093 -0.301 0.214
14 C -3.542 0.345 -0.885
15 C -4.709 1.108 -0.914
16 C -5.078 1.754 -2.085
17 C -4.320 1.659 -3.244
18 C -3.173 0.868 -3.229
19 C -2.799 0.225 -2.059
20 N 0.556 0.758 2.917
21 C 0.564 1.438 3.901
22 O 0.548 2.145 4.853
23 H 0.893 -2.126 0.782
24 H 0.697 -3.763 0.038
25 H -0.073 -2.330 -0.651
26 H 2.841 -3.878 -2.485
27 H 1.059 -3.651 -2.504
28 H 2.118 -2.357 -3.066
29 H 4.108 -2.367 -0.448
30 H 4.000 -0.009 0.310
31 H 3.486 0.060 -1.396
32 H 1.188 0.137 -0.820
33 H 1.520 -0.255 0.890
34 H 2.651 1.996 1.071
35 H 2.228 1.921 -1.879
36 H 2.235 3.510 -1.092
37 H 3.634 2.420 -0.974
38 H 0.436 3.283 -0.094
39 H 0.649 2.972 1.594
40 H -1.513 2.282 0.350
41 H -0.665 0.899 -0.277
42 H -0.840 -0.617 1.494
43 H -1.603 -0.108 3.315
44 H -1.632 1.896 2.783
45 H -3.569 -0.080 2.191
46 H -3.464 1.456 1.347
47 H -5.315 1.211 -0.024
48 H -5.983 2.349 -2.115
49 H -4.597 2.169 -4.157
50 H -2.540 0.757 -4.099
51 H -1.894 -0.370 -2.038
52 Cl 4.107 -6.255 -2.641
53 C 3.339 -6.609 -4.207
54 C 4.045 -5.932 -5.353
55 Cl 3.849 -4.163 -5.317
56 H 2.297 -6.304 -4.144
57 H 3.378 -7.688 -4.345
58 H 3.624 -6.280 -6.295
59 H 5.110 -6.150 -5.348
60 Cl -2.765 3.390 8.247
61 C -2.069 3.405 6.595
62 C -2.233 4.738 5.920
63 Cl -3.939 5.103 5.528
64 H -2.542 2.611 6.025
65 H -1.011 3.174 6.689
66 H -1.684 4.728 4.980
67 H -1.857 5.548 6.540

Properties
Gap between HOMO and LUMO ... 6.29 eV
Lowest unoccupied orbital energy ... 0.0747 Ha
Charge ... -1
E_HOMO ... -4.3 eV
DFT total energy ... -3247.7187 hartree
2S+1 ... 1

Results of the natural (NBO) charge analysis, in e, for atoms 1 through 4: C -0.653; C 0.048; C -0.657; C -0.225


No. 2
ORCA calculation (ωB97M-V/def2-TZVPD) on C22H37ClN6O2Ru as an isolated structure in a non-equilibrium geometry.

Atoms and positions in Å:
1 Ru -1.512 3.558 0.229
2 C 0.607 5.572 0.684
3 C 1.271 4.217 0.215
4 N 0.424 3.492 -0.750
5 C -0.343 4.428 -1.705
6 C -1.963 4.384 -1.897
7 N -3.091 4.626 -0.837
8 C -3.141 6.019 -0.358
9 C -1.761 6.553 0.173
10 N -0.889 5.530 0.822
11 H 0.889 6.348 -0.023
12 H 1.041 5.847 1.642
13 H 1.448 3.591 1.090
14 H 2.245 4.452 -0.222
15 H 0.431 2.667 -1.288
16 H 0.015 4.145 -2.699
17 H -0.019 5.459 -1.633
18 H -2.159 3.390 -2.300
19 H -2.199 5.059 -2.726
20 H -3.772 4.033 -1.274
21 H -3.867 6.074 0.451
22 H -3.480 6.695 -1.147
23 H -1.948 7.367 0.869
24 H -1.233 6.973 -0.682
25 H -1.082 5.496 1.858
26 C 0.154 -3.274 -1.328
27 C -0.965 -3.434 -0.296
28 C -1.601 -4.815 -0.512
29 C -2.072 -2.414 -0.624
30 C -0.427 -3.274 1.160
31 O -1.548 -3.257 2.053
32 C 0.484 -4.466 1.596
33 C 1.958 -4.219 1.965
34 C 2.893 -4.011 0.796
35 C 3.056 -5.005 -0.163
36 C 3.906 -4.833 -1.240
37 C 4.621 -3.652 -1.360
38 Cl 5.684 -3.422 -2.715
39 C 4.502 -2.661 -0.406
40 C 3.646 -2.853 0.669
41 C 0.300 -1.976 1.462
42 N -0.389 -0.731 1.143
43 C -0.022 0.178 0.257
44 N -0.813 1.244 0.307
45 C -1.663 0.905 1.354
46 N -1.409 -0.260 1.880
47 H -0.257 -3.341 -2.336
48 H 0.910 -4.055 -1.233
49 H 0.660 -2.309 -1.248
50 H -2.043 -4.853 -1.506
51 H -2.402 -5.027 0.200
52 H -0.883 -5.632 -0.465
53 H -2.559 -2.699 -1.557
54 H -1.692 -1.407 -0.779
55 H -2.834 -2.377 0.152
56 H -2.056 -4.064 1.926
57 H 0.462 -5.254 0.846
58 H 0.016 -4.904 2.476
59 H 2.303 -5.101 2.509
60 H 2.060 -3.399 2.676
61 H 2.511 -5.938 -0.074
62 H 4.016 -5.611 -1.982
63 H 5.079 -1.751 -0.495
64 H 3.573 -2.078 1.424
65 H 1.248 -1.943 0.930
66 H 0.514 -1.939 2.528
67 H 0.810 0.033 -0.415
68 H -2.459 1.519 1.737
69 O -3.184 2.386 0.190

Properties
Gap between HOMO and LUMO (spin up / spin down) ... 7.90 / 7.89 eV
Lowest unoccupied orbital energy (spin up / spin down) ... -0.0833 / -0.1089 Ha
Charge ... +1
⟨S²⟩ ... 8.77
E_HOMO (spin up / spin down) ... -10.2 / -10.9 eV
DFT total energy ... -1894.1074 hartree
2S+1 ... 6

Results of the natural (NBO) charge analysis, in e, for atoms 1 through 4: Ru 1.040; C -0.232; C -0.229; N -0.651


No. 3
ORCA calculation (ωB97M-V/def2-TZVPD) on C22H37ClP2Pd as an isolated structure in a non-equilibrium geometry.

Atoms and positions in Å:
1 P 1.166 -0.019 1.167
2 P 3.244 -0.579 -0.529
3 C 4.707 -1.941 0.906
4 C 4.979 -0.703 0.132
5 H 4.729 -2.865 0.351
6 H 5.212 -2.017 1.859
7 H 5.147 0.177 0.779
8 H 5.705 -0.709 -0.683
9 C 2.708 -1.850 -1.719
10 H 2.071 -1.385 -2.489
11 H 2.093 -2.617 -1.192
12 H 3.557 -2.366 -2.184
13 C 3.276 0.972 -1.394
14 H 4.155 0.975 -2.036
15 H 3.355 1.812 -0.705
16 H 2.374 1.080 -2.001
17 C 3.032 -3.215 2.453
18 H 2.149 -3.507 3.042
19 H 3.897 -2.963 3.090
20 H 3.295 -3.985 1.700
21 C 2.033 1.243 2.156
22 H 2.211 2.178 1.629
23 H 2.977 0.829 2.512
24 H 1.392 1.436 3.017
25 Pd 2.571 -1.533 1.163
26 C 0.388 1.133 -3.576
27 C -0.074 0.210 -2.718
28 C -1.052 0.401 -1.586
29 C -1.278 1.855 -1.144
30 C -0.041 2.445 -0.533
31 C 0.904 3.115 -1.211
32 C 0.985 3.439 -2.672
33 C 0.098 2.601 -3.618
34 C 0.518 -1.120 2.531
35 H 1.042 0.825 -4.402
36 H 0.077 -0.842 -2.969
37 H -0.665 -0.108 -0.688
38 H -2.037 -0.057 -1.826
39 H -1.697 2.436 -1.973
40 H -2.034 1.870 -0.346
41 H -0.068 2.480 0.558
42 H 1.741 3.529 -0.631
43 H 2.017 3.328 -3.040
44 H 0.765 4.510 -2.796
45 H -0.943 2.881 -3.487
46 H 0.362 2.939 -4.628
47 H -0.535 -0.846 2.369
48 H 0.868 -0.908 3.547
49 H 0.612 -2.186 2.294
50 Cl -4.667 1.428 0.329
51 C -5.586 0.218 1.094
52 C -6.842 0.518 1.600
53 C -7.618 -0.483 2.210
54 C -7.106 -1.782 2.351
55 C -5.854 -2.104 1.849
56 C -5.013 -1.107 1.229
57 C -3.762 -1.462 0.765
58 H -7.238 1.529 1.489
59 H -8.598 -0.227 2.619
60 H -7.717 -2.554 2.820
61 H -5.450 -3.112 1.957
62 H -3.451 -2.493 0.892
63 H -3.084 -0.744 0.318

Properties
Gap between HOMO and LUMO (spin up / spin down) ... 5.89 / 6.34 eV
Lowest unoccupied orbital energy (spin up / spin down) ... 0.0245 / -0.0316 Ha
⟨S²⟩ ... 2.06
E_HOMO (spin up / spin down) ... -5.2 / -7.2 eV
DFT total energy ... -2130.9639 hartree
2S+1 ... 3

Results of the natural (NBO) charge analysis, in e, for atoms 1 through 4: P 0.513; P 1.220; C -0.644; C -0.725


No. 4
ORCA calculation (ωB97M-V/def2-TZVPD) on a 3-piece molecular cluster, C22H37F9IN2O5S3 overall in a non-equilibrium geometry.

Atoms and positions in Å:
1 C -4.942 -4.690 -0.352
2 C -4.380 -3.309 0.306
3 C -4.985 -3.166 1.822
4 C -3.841 -3.016 2.942
5 O -3.727 -1.644 3.487
6 C -3.146 -0.831 2.484
7 N -3.961 -0.182 1.458
8 C -3.055 0.517 0.587
9 C -3.790 1.244 -0.629
10 C -2.826 1.570 -1.884
11 C -2.291 0.215 -2.628
12 F -3.225 -0.809 -2.202
13 F -0.975 0.014 -2.050
14 C -2.279 0.475 -4.198
15 F -3.513 1.012 -4.709
16 F -1.311 1.523 -4.431
17 S -1.819 -0.943 -5.309
18 F -0.235 -0.362 -5.507
19 F -2.314 -0.026 -6.652
20 F -3.385 -1.562 -5.208
21 F -1.385 -1.967 -4.073
22 F -1.444 -2.167 -6.388
23 N -1.674 0.414 0.967
24 C -1.689 -0.443 2.171
25 C -0.435 -0.948 3.026
26 C 0.862 -0.016 2.790
27 C 0.813 1.208 3.875
28 I 2.740 -1.133 3.107
29 H -4.456 -5.574 0.212
30 H -6.095 -4.696 -0.259
31 H -4.690 -4.765 -1.481
32 H -4.738 -2.464 -0.389
33 H -3.234 -3.291 0.283
34 H -5.682 -4.061 1.962
35 H -5.662 -2.226 1.777
36 H -2.839 -3.338 2.494
37 H -4.088 -3.748 3.788
38 H -4.973 -0.167 1.280
39 H -4.128 2.280 -0.227
40 H -4.764 0.706 -0.922
41 H -1.912 2.114 -1.431
42 H -3.305 2.315 -2.600
43 H -0.885 0.847 0.469
44 H -0.648 -1.036 4.147
45 H -0.143 -2.003 2.638
46 H 0.891 0.363 1.712
47 H 0.191 2.043 3.379
48 H 1.892 1.543 4.099
49 H 0.316 0.776 4.813
50 C 1.028 4.845 -3.949
51 C 1.110 6.145 -3.147
52 C 0.030 6.086 -2.065
53 S -0.221 4.352 -1.704
54 O -1.562 3.984 -2.110
55 O 0.290 4.059 -0.382
56 C 0.929 3.729 -2.917
57 H 1.896 4.714 -4.598
58 H 0.132 4.855 -4.578
59 H 2.097 6.223 -2.678
60 H 0.981 7.022 -3.785
61 H 0.341 6.603 -1.157
62 H -0.917 6.497 -2.422
63 H 0.560 2.791 -3.333
64 H 1.887 3.568 -2.417
65 C 7.944 -2.324 1.640
66 C 8.027 -1.021 2.438
67 C 6.965 -1.087 3.537
68 S 6.735 -2.823 3.906
69 O 5.393 -3.202 3.522
70 O 7.269 -3.106 5.218
71 C 7.870 -3.438 2.676
72 H 8.802 -2.449 0.977
73 H 7.037 -2.323 1.026
74 H 9.020 -0.934 2.890
75 H 7.880 -0.146 1.800
76 H 7.286 -0.565 4.439
77 H 6.010 -0.684 3.195
78 H 7.503 -4.380 2.269
79 H 8.837 -3.589 3.161

Properties
Gap between HOMO and LUMO ... 8.09 eV
Lowest unoccupied orbital energy ... -0.1294 Ha
Charge ... +1
E_HOMO ... -11.6 eV
DFT total energy ... -3736.7250 hartree
2S+1 ... 1

Results of the Mulliken charge analysis, in e, for atoms 1 through 4: C -1.277; C 0.169; C -0.594; C -0.510